Here is a structure of composition C39H65Br2N12PTi at a distorted geometry from the Open Molecules 2025 dataset. Energies are from wB97M-V/def2-TZVPD.

```
120
Properties=species:S:1:pos:R:3
Ti -0.0231 -0.1350 -0.1596
C -3.5711 2.9726 2.0486
N -3.5086 3.0648 0.6021
C -4.6475 3.7101 -0.0327
C -2.4609 2.5295 -0.1129
N -2.0583 1.2821 0.0569
C -3.2126 0.4235 0.4205
C -2.8834 -1.0465 0.5563
N -1.9577 -1.5585 -0.4591
C -2.4888 -1.4531 -1.8452
C -1.8678 -0.3192 -2.6346
N -0.4074 -0.2693 -2.5024
C 0.2884 -0.3366 -3.6104
N -0.1378 -0.9580 -4.7553
C 0.0667 -0.3675 -6.0718
C -0.8604 -2.2187 -4.7472
N 1.5403 0.2125 -3.6952
C 2.5616 -0.3245 -4.5842
C 1.8784 1.4979 -3.1054
C -1.6790 -2.9853 -0.1831
C -0.2829 -3.2786 -0.6793
N 0.5666 -2.4259 0.1450
C 1.5748 -3.0419 0.7228
N 2.3207 -3.9774 0.0794
C 2.5083 -3.9194 -1.3615
C 2.8095 -5.1964 0.7142
N 1.9080 -2.7485 2.0176
C 3.2403 -2.9519 2.5609
C 0.8556 -2.6630 3.0267
N -1.8882 3.3867 -1.0009
C -2.1795 4.8185 -0.9641
C -1.2906 2.9208 -2.2453
H -4.4203 2.3735 2.3943
H -2.6464 2.5432 2.4324
H -3.6804 3.9746 2.4728
H -4.7194 4.7716 0.2174
H -4.5917 3.6034 -1.1146
H -5.5652 3.2195 0.2999
H -3.6781 0.6915 1.3695
H -3.9952 0.5478 -0.3328
H -2.4158 -1.2396 1.5224
H -3.8270 -1.6066 0.5524
H -2.2854 -2.3903 -2.3582
H -3.5778 -1.3468 -1.8254
H -2.1878 -0.3944 -3.6731
H -2.2640 0.6145 -2.2585
H 0.4713 0.6377 -5.9752
H 0.7401 -0.9645 -6.6924
H -0.8949 -0.2946 -6.5861
H -0.7625 -2.6933 -3.7735
H -1.9222 -2.1038 -4.9833
H -0.4237 -2.8822 -5.4962
H 2.7158 0.3027 -5.4667
H 3.5112 -0.3728 -4.0430
H 2.2978 -1.3289 -4.9059
H 1.2723 1.7043 -2.2319
H 2.9227 1.4859 -2.7877
H 1.7616 2.3059 -3.8350
H -1.6939 -3.1520 0.8917
H -2.4515 -3.6192 -0.6252
H -0.0481 -4.3377 -0.5607
H -0.1997 -3.0402 -1.7435
H 2.1969 -2.9461 -1.7307
H 3.5654 -4.0681 -1.5940
H 1.9337 -4.6925 -1.8794
H 2.3854 -5.3045 1.7086
H 2.4890 -6.0541 0.1203
H 3.8996 -5.2152 0.7829
H 3.9770 -2.9734 1.7609
H 3.4795 -2.1199 3.2280
H 3.3204 -3.8721 3.1461
H -0.0825 -2.4038 2.5522
H 0.7489 -3.6165 3.5548
H 1.1036 -1.8998 3.7648
H -1.3171 5.3694 -1.3275
H -2.3920 5.1407 0.0513
H -3.0214 5.0900 -1.6058
H -2.0436 2.8170 -3.0329
H -0.5538 3.6462 -2.5811
H -0.7915 1.9759 -2.0985
Br 1.3498 1.4898 6.3232
C 0.9292 1.0060 4.5660
C -0.3918 0.8925 4.1531
C -0.6409 0.5554 2.8389
N 0.3151 0.3205 1.9290
C 1.5931 0.4214 2.3470
C 1.9368 0.7583 3.6482
C 2.6336 0.1059 1.3330
C 3.9846 0.0340 1.6448
C 4.8647 -0.3603 0.6564
Br 6.6893 -0.5424 1.0486
C 4.3908 -0.6370 -0.6168
C 3.0408 -0.4801 -0.8540
N 2.1727 -0.1084 0.0899
H -1.2131 1.0660 4.8361
H -1.6569 0.4727 2.4839
H 2.9709 0.8511 3.9475
H 4.3595 0.2596 2.6325
H 5.0572 -0.9535 -1.4094
H 2.6167 -0.6670 -1.8315
C 1.5327 4.6735 -0.9012
P 1.3083 3.2121 0.1888
C 0.3868 3.9307 1.5988
C 3.0200 3.1569 0.8320
C 3.3520 3.3180 2.1759
C 4.6773 3.2602 2.5929
C 5.6932 3.0505 1.6708
C 5.3767 2.9019 0.3259
C 4.0538 2.9442 -0.0836
H 2.0663 4.3874 -1.8093
H 2.0968 5.4602 -0.4005
H 0.5648 5.0741 -1.1946
H 0.3631 3.2243 2.4288
H -0.6422 4.1014 1.2853
H 0.8062 4.8745 1.9499
H 2.5820 3.5065 2.9175
H 4.9168 3.4003 3.6415
H 6.7268 3.0158 1.9959
H 6.1648 2.7545 -0.4041
H 3.8261 2.8260 -1.1401
```

Results
- HOMO-LUMO gap (alpha / beta) (hartree) = 0.212 / 0.282
- <S²> = 2.007
- LUMO (alpha / beta) (Ha) = -0.1860 / -0.1902
- spin multiplicity = 3
- HOMO (alpha / beta) (eV) = -10.84 / -12.84
- total charge = +2



Here is a structure of composition C23H14Cl3FeIN4O2S2 at a distorted geometry from the Open Molecules 2025 dataset. Energies are from wB97M-V/def2-TZVPD.

```
50
Properties=species:S:1:pos:R:3
Fe 1.4326 -0.2555 -0.3420
N 2.8060 0.2494 -4.5566
C 2.3558 0.4768 -3.2876
S 3.3673 -0.0746 -1.9962
N 1.2443 1.1299 -3.1716
N 0.8615 1.3704 -1.8934
C -0.1114 2.1927 -1.7475
C -0.5953 2.6568 -0.4790
C -1.6855 3.5371 -0.4514
C -2.1976 4.0269 0.7285
C -1.5852 3.6604 1.9325
C -0.5020 2.8153 1.9411
C 0.0187 2.2555 0.7447
O 0.9945 1.4145 0.7968
H 3.4477 -0.5139 -4.6696
H 2.1263 0.3836 -5.2874
H -0.5800 2.5968 -2.6469
H -2.1302 3.8330 -1.3964
H -3.0559 4.6863 0.7269
H -1.9716 4.0465 2.8691
H -0.0207 2.5298 2.8691
Cl 3.3983 -0.5375 1.2688
C 2.9770 -1.4787 2.6611
C 3.8227 -1.4624 3.7528
C 3.5058 -2.2119 4.8715
C 2.3477 -2.9754 4.8748
C 1.5153 -2.9801 3.7714
Cl 0.0868 -3.9556 3.8216
C 1.7877 -2.2195 2.6162
S 0.7267 -2.2050 1.2544
H 4.7229 -0.8623 3.7189
H 4.1558 -2.1997 5.7355
H 2.0811 -3.5739 5.7355
Cl -4.9986 -1.6341 -2.7489
C -3.2683 -1.5688 -2.5252
C -2.4539 -2.1863 -3.4442
C -1.0721 -2.1614 -3.2732
I 0.2066 -3.0768 -4.6619
C -0.4469 -1.5525 -2.1767
O 0.8008 -1.5480 -1.9458
C -1.3184 -0.8746 -1.2634
N -0.6920 -0.2483 -0.2476
C -1.4129 0.3436 0.6709
C -2.8168 0.3966 0.6108
C -3.4704 -0.2032 -0.4312
C -2.7246 -0.8852 -1.4166
H -2.8858 -2.6989 -4.2924
H -0.8856 0.8018 1.4972
H -3.3588 0.9200 1.3866
H -4.5491 -0.1795 -0.5042
```

Results
- HOMO-LUMO gap (alpha / beta) (hartree) = 0.261 / 0.245
- <S²> = 8.765
- LUMO (alpha / beta) (Ha) = 0.0871 / 0.0695
- spin multiplicity = 6
- HOMO (alpha / beta) (eV) = -4.74 / -4.77
- total charge = -1



Here is a cluster of 3 separate species, C19H46N3O4 in total from the Open Molecules 2025 dataset. Energies are from wB97M-V/def2-TZVPD.

```
72
Properties=species:S:1:pos:R:3
C -0.5573 3.7802 -2.7778
C -0.8076 2.2718 -2.9579
C -2.1132 1.7930 -2.3243
C -3.3581 2.3087 -3.0361
C -4.3391 3.2170 -2.3024
C -5.5115 3.2995 -3.2712
C -5.5567 1.9101 -3.9583
N -4.3338 1.1994 -3.4078
H 0.3189 3.9660 -2.1543
H -0.3861 4.2861 -3.7300
H -1.3968 4.2858 -2.2885
H 0.0105 1.6979 -2.5190
H -0.8321 2.0216 -4.0253
H -2.1498 2.1218 -1.2804
H -2.1207 0.6957 -2.3052
H -3.0985 2.7766 -3.9936
H -4.6381 2.7143 -1.3735
H -3.8940 4.1747 -2.0355
H -5.3095 4.0382 -4.0497
H -6.4472 3.5690 -2.7856
H -5.4294 1.9803 -5.0367
H -6.4323 1.2992 -3.7439
H -3.9521 0.4988 -4.0417
H -4.5887 0.7146 -2.5466
C 3.0043 1.6346 -3.5626
O 3.5677 0.4590 -3.0384
C 4.9559 0.5337 -2.7280
C 5.2079 0.4730 -1.2368
N 4.7428 1.6674 -0.5527
C 4.7913 1.6115 0.9030
C 3.9809 0.5467 1.6375
O 2.5744 0.7503 1.6723
C 1.8297 0.3233 0.5550
H 2.0128 1.3594 -3.9235
H 2.8929 2.4286 -2.8125
H 3.5868 2.0354 -4.3980
H 5.3837 1.4456 -3.1566
H 5.4364 -0.3249 -3.2002
H 6.2873 0.3816 -1.0773
H 4.7478 -0.4536 -0.8637
H 3.8108 1.9031 -0.8594
H 4.4801 2.5842 1.2914
H 5.8397 1.4817 1.1905
H 4.2862 0.5794 2.6850
H 4.1994 -0.4634 1.2689
H 2.2477 -0.5818 0.1015
H 1.7575 1.0974 -0.2170
H 0.8245 0.0980 0.9166
C -1.5196 -0.8640 2.7607
O -0.4777 -1.7087 2.3414
C 0.6444 -1.7320 3.2285
C 0.7243 -3.0339 3.9887
N -0.3777 -3.1744 4.9221
C -0.4831 -4.4625 5.5937
C -0.6441 -5.7167 4.7448
O -1.8917 -5.8185 4.0802
C -1.9834 -5.1357 2.8529
H -2.2173 -0.7817 1.9268
H -2.0667 -1.2511 3.6283
H -1.1515 0.1364 3.0159
H 0.5808 -0.8834 3.9159
H 1.5502 -1.6101 2.6319
H 1.6645 -3.0358 4.5498
H 0.7850 -3.8495 3.2533
H -1.2483 -2.9674 4.4519
H -1.3373 -4.4106 6.2723
H 0.4068 -4.5967 6.2182
H -0.5969 -6.5733 5.4197
H 0.1701 -5.8301 4.0177
H -1.0391 -5.1782 2.2992
H -2.2601 -4.0813 2.9704
H -2.7566 -5.6311 2.2653
```

Results
- HOMO-LUMO gap (hartree) = 0.253
- LUMO (Ha) = -0.1152
- HOMO (eV) = -10.03
- total charge = +1



Here is an isolated molecule of C6H9NO at a distorted geometry from the Open Molecules 2025 dataset. Energies are from wB97M-V/def2-TZVPD.

```
17
Properties=species:S:1:pos:R:3
C 2.3796 -1.0347 0.0992
C 0.9867 1.1093 -0.0192
C -0.3487 0.3145 0.1340
C -0.8486 -0.8656 -0.2705
C -2.4251 -0.3760 -0.1512
C -1.8623 0.9917 0.1201
H 1.5869 -1.8144 -0.5030
H 3.3592 -1.2471 0.0941
H 2.0200 -1.3248 1.0124
H 2.8141 1.0327 -0.1858
H -0.3924 -1.9081 -0.3454
H -3.0483 -0.3894 0.7967
H -3.2095 -0.5627 -0.9644
H -2.1361 1.4417 1.0647
H -1.9850 1.9755 -0.5179
N 2.1591 0.3734 -0.2003
O 0.9503 2.2839 -0.1637
```

Results
- HOMO-LUMO gap (hartree) = 0.385
- LUMO (Ha) = 0.0288
- SMILES string = CNC(=O)C1=CCC1
- HOMO (eV) = -9.69
- total charge = 0



Here is an isolated molecule of C2H4N2O2 from the Open Molecules 2025 dataset. Energies are from wB97M-V/def2-TZVPD.

```
10
Properties=species:S:1:pos:R:3
N 1.7977 -0.0165 -0.1719
C 0.5577 -0.3318 0.3416
O 0.3862 -0.9599 1.3656
N -0.5039 0.1223 -0.4434
C -1.8050 0.0603 0.0334
O -2.7639 0.4484 -0.5857
H 2.5397 -0.2517 0.4722
H 1.9105 0.8847 -0.6164
H -0.3206 0.4883 -1.3641
H -1.8286 -0.3821 1.0404
```

Results
- HOMO-LUMO gap (hartree) = 0.399
- LUMO (Ha) = 0.0213
- SMILES string = NC(=O)NC=O
- HOMO (eV) = -10.29
- total charge = 0



Here is a cluster of 7 separate species, C40H86IN5O10PS in total at a distorted geometry from the Open Molecules 2025 dataset. Energies are from wB97M-V/def2-TZVPD.

```
144
Properties=species:S:1:pos:R:3
C -5.7524 -3.6192 -2.0236
C -4.5960 -2.5629 -2.4803
O -3.4606 -3.0416 -2.7536
O -4.8627 -1.1435 -2.5214
C -4.5669 -0.5916 -3.8322
C -4.6557 1.0143 -3.8849
C -3.2532 1.7247 -3.4702
C -2.3605 2.1339 -4.7423
C -1.3101 3.3448 -4.4219
C 0.1430 2.6812 -4.4441
N 1.2814 3.6483 -4.5599
C 2.5373 2.9841 -4.8205
N 3.4820 4.0696 -4.9223
P 5.2313 3.8645 -5.2833
O 5.9612 2.9805 -3.9884
I 5.2082 2.4314 -7.3243
C 2.7068 5.2804 -4.7183
C 3.5158 6.6448 -4.8193
C 2.7207 7.9429 -4.3153
C 3.7115 8.7860 -3.3712
C 4.9208 9.4970 -4.1440
S 4.3884 10.7232 -5.4324
C 5.7947 11.7863 -5.9352
N 6.2625 12.1065 -7.2742
N 7.3248 12.9537 -7.3121
C 7.6409 13.2826 -5.9288
O 6.6976 12.5519 -5.1625
N 1.3333 4.9976 -4.4786
H -5.3736 -4.6906 -1.9799
H -6.0740 -3.3539 -0.9465
H -6.6509 -3.6061 -2.7288
H -3.5208 -0.9244 -4.1520
H -5.2946 -1.0625 -4.5875
H -4.9303 1.2787 -4.9697
H -5.5207 1.3858 -3.2289
H -2.6884 0.9215 -2.8652
H -3.4558 2.5952 -2.7467
H -1.7545 1.1900 -5.0190
H -3.0532 2.3712 -5.6162
H -1.6178 3.7516 -3.4031
H -1.4674 4.1077 -5.2711
H 0.1864 2.0061 -5.3793
H 0.3255 1.9616 -3.5608
H 2.7173 1.8724 -4.9465
H 5.4199 3.1280 -3.1674
H 3.9122 6.7964 -5.8833
H 4.4543 6.5116 -4.1587
H 1.7591 7.7264 -3.7471
H 2.4616 8.6096 -5.2040
H 3.1591 9.6014 -2.7785
H 4.1777 8.0546 -2.6197
H 5.5109 10.0891 -3.3471
H 5.6899 8.7568 -4.5839
H 8.4554 13.9824 -5.5701
C -1.1966 -4.5933 -0.4336
C -0.9476 -4.9491 -1.8884
O 0.4313 -4.9598 -2.2371
C 1.2450 -5.9055 -1.5574
C 0.8412 -7.3460 -1.8197
H -0.6706 -3.6740 -0.1637
H -2.2654 -4.4575 -0.2507
H -0.8409 -5.3812 0.2357
H -1.4178 -4.1912 -2.5182
H -1.4162 -5.9043 -2.1480
H 1.2662 -5.6902 -0.4837
H 2.2633 -5.7546 -1.9259
H -0.1274 -7.5771 -1.3688
H 1.5786 -8.0327 -1.3967
H 0.7559 -7.5350 -2.8927
C 2.5571 -3.4342 3.2031
C 1.0909 -3.6587 3.5296
O 0.4919 -4.6841 2.7513
C 1.0307 -5.9903 2.9045
C 0.8863 -6.5394 4.3131
H 2.6992 -3.3052 2.1267
H 2.9326 -2.5472 3.7196
H 3.1693 -4.2850 3.5137
H 0.5384 -2.7417 3.3062
H 0.9491 -3.8553 4.5974
H 2.0750 -6.0144 2.5761
H 0.4730 -6.6341 2.2190
H 1.5174 -5.9948 5.0203
H 1.1804 -7.5912 4.3450
H -0.1462 -6.4496 4.6597
C 7.1879 5.6936 0.5873
C 5.7135 5.4729 0.8770
O 5.1277 4.4539 0.0767
C 5.6586 3.1441 0.2352
C 5.4791 2.5862 1.6358
H 7.3564 5.8296 -0.4844
H 7.5541 6.5752 1.1187
H 7.7892 4.8383 0.9067
H 5.1702 6.3935 0.6469
H 5.5454 5.2696 1.9391
H 6.7101 3.1187 -0.0689
H 5.1149 2.5058 -0.4677
H 6.0948 3.1241 2.3611
H 5.7689 1.5334 1.6679
H 4.4391 2.6774 1.9585
C 7.6952 -5.7037 1.0965
C 6.5412 -4.7986 1.4913
O 6.3101 -4.7587 2.8918
C 7.3681 -4.2513 3.6932
C 7.7112 -2.8031 3.3899
H 7.5842 -6.6924 1.5489
H 7.7408 -5.8135 0.0101
H 8.6533 -5.2968 1.4310
H 5.6233 -5.1857 1.0402
H 6.6795 -3.7863 1.0966
H 8.2517 -4.8923 3.6110
H 7.0279 -4.3207 4.7294
H 8.1626 -2.6988 2.3996
H 8.4233 -2.4175 4.1235
H 6.8128 -2.1806 3.4072
C -8.0366 -0.9008 3.9351
C -7.1550 -2.0149 3.3987
O -6.9453 -1.9419 1.9952
C -6.2781 -0.7825 1.5170
C -4.8654 -0.6382 2.0561
H -8.9627 -0.8277 3.3590
H -8.2846 -1.0808 4.9842
H -7.5354 0.0690 3.8725
H -7.6492 -2.9724 3.5854
H -6.1971 -2.0506 3.9279
H -6.8744 0.1123 1.7227
H -6.2259 -0.8870 0.4299
H -4.8674 -0.4230 3.1279
H -4.3459 0.1807 1.5523
H -4.2985 -1.5611 1.9092
C -12.2086 -3.4844 8.7694
C -11.9482 -2.5335 7.6142
O -10.5672 -2.3440 7.3405
C -9.8398 -3.4973 6.9422
C -10.3388 -4.1045 5.6425
H -11.6252 -3.1961 9.6475
H -13.2692 -3.4851 9.0324
H -11.9280 -4.5096 8.5126
H -12.3466 -1.5493 7.8748
H -12.4774 -2.8544 6.7109
H -9.8291 -4.2398 7.7466
H -8.8048 -3.1737 6.8030
H -11.3321 -4.5447 5.7632
H -9.6628 -4.8940 5.3049
H -10.4115 -3.3426 4.8620
```

Results
- HOMO-LUMO gap (hartree) = 0.234
- LUMO (Ha) = -0.1547
- HOMO (eV) = -10.57
- total charge = +1